Entry 1:
9
Properties=species:S:1:pos:R:3 method="wB97M-V/def2-TZVPD" orbital_gap_ev=8.6 de_lowest_ev=0.9384 largest_force_ev_per_a=8.325 smiles="ClC/C=C(/Cl)Br" lumo_ev=-0.2 spin_multiplicity=1
C 0.6301 -0.4469 -0.4996
C 2.2144 -0.5427 -0.3529
C -0.2275 0.6263 -0.0393
Cl 3.1112 -1.8166 -0.9695
Cl -1.0063 1.4182 -1.4868
Br 3.0896 0.8384 0.5624
H 0.2351 -1.2889 -1.0395
H -1.0669 0.2328 0.5405
H 0.2976 1.4075 0.5080


Entry 2:
16
Properties=species:S:1:pos:R:3 method="wB97M-V/def2-TZVPD" orbital_gap_ev=2.5 de_lowest_ev=7.3766 largest_force_ev_per_a=3.213 lumo_ev=-2.3 spin_multiplicity=1
O 2.5288 0.0426 -0.9041
N 1.1840 0.3001 -0.7636
C 0.7192 1.4650 -0.9392
C -0.7221 1.4266 -0.6360
C -1.1239 -0.0635 -0.4299
Br -1.7910 -0.3280 1.3599
C 0.2516 -0.7498 -0.4303
H 2.9182 0.2011 -0.0235
H 1.3045 2.3094 -1.2453
H -0.7270 1.8314 0.3848
H -1.3748 2.0967 -1.1756
H -1.7780 -0.3371 -1.2398
H 0.2634 -1.4024 -1.3111
H 0.5108 -1.4363 0.3674
O -0.8337 -3.0518 3.6594
H -1.3298 -2.3039 3.3268


Entry 3:
16
Properties=species:S:1:pos:R:3 method="wB97M-V/def2-TZVPD" orbital_gap_ev="7.3 / 8.8" de_lowest_ev=0.0000 charge=+1 largest_force_ev_per_a=2.429 lumo_ev="-4.5 / -4.4" spin_multiplicity=7 s_squared=12.009
Sm 1.3413 1.0945 -0.6186
O 1.1298 4.3418 -1.1305
H 0.6648 4.7822 -0.4150
C 0.8153 -1.3950 1.8225
O 0.4735 -0.9542 0.5191
C -0.8745 -1.2415 0.1350
C -1.0283 -0.8138 -1.3172
H 1.7722 -0.9332 2.0900
H 0.0441 -1.0901 2.5458
H 0.9174 -2.4897 1.8328
H -1.5520 -0.6700 0.7915
H -1.0698 -2.3177 0.2636
H -2.1050 -0.8552 -1.5655
H -0.5240 -1.5649 -1.9571
O -0.4955 0.4567 -1.5175
H 0.4908 3.6502 -1.4788


Entry 4:
72
Properties=species:S:1:pos:R:3 method="wB97M-V/def2-TZVPD" orbital_gap_ev=9.4 charge=+1 largest_force_ev_per_a=1.256 lumo_ev=-2.7 spin_multiplicity=1
C 1.6441 0.6930 1.4069
C 2.9504 0.0404 1.1609
O 4.0212 0.5024 1.3949
N 2.8708 -1.2538 0.4893
C 2.2214 -2.3376 1.1993
C 1.7641 -3.4806 0.3610
O 2.0559 -2.2301 2.3652
N 4.0157 -1.5900 -0.1701
C 4.3353 -1.4759 -1.4924
N 3.5144 -1.0268 -2.4693
Cl 4.2264 -0.9323 -4.0285
P 1.8165 -0.4675 -2.2817
N 1.9829 1.2300 -2.3392
O 1.2435 -0.7750 -3.7394
N 5.5991 -1.8606 -1.6968
C 6.0587 -2.2046 -0.5064
N 5.1606 -2.0683 0.4621
C 5.3891 -2.3800 1.8779
N 5.8741 -1.2610 2.6744
H 1.3416 0.5469 2.4405
H 1.7300 1.7599 1.2294
H 0.8721 0.3089 0.7463
H 2.5684 -4.2021 0.2288
H 1.4760 -3.1196 -0.6236
H 0.9118 -3.9308 0.8539
H 2.8265 1.4759 -1.8251
H 2.1527 1.5475 -3.2976
H 1.0558 0.0571 -4.2140
H 7.0655 -2.5514 -0.3368
H 6.1206 -3.1862 1.8549
H 4.4947 -2.7994 2.3280
H 6.6935 -1.5627 3.1871
H 6.1710 -0.4908 2.0892
C 1.9231 -2.4490 -9.1181
C 2.4236 -1.1510 -8.5431
C 3.6569 -1.2448 -7.6735
O 3.4885 -0.1126 -6.7980
C 2.1667 0.1278 -6.7008
O 1.6707 0.8901 -5.9230
O 1.4793 -0.5915 -7.5982
H 0.9301 -2.3178 -9.5443
H 2.5950 -2.7977 -9.9011
H 1.8521 -3.2165 -8.3465
H 2.5655 -0.4116 -9.3350
H 4.5905 -1.1635 -8.2227
H 3.6659 -2.1506 -7.0629
C -4.1221 2.9567 3.5424
C -3.0822 3.0457 2.4616
C -2.6508 1.7255 1.8669
O -1.3108 2.0204 1.4240
C -0.8332 3.0164 2.2116
O 0.3026 3.3744 2.2278
O -1.8158 3.5341 2.9688
H -4.2180 3.9134 4.0568
H -5.0831 2.6830 3.1150
H -3.8506 2.2105 4.2903
H -3.4039 3.7352 1.6768
H -3.2637 1.3998 1.0315
H -2.6002 0.9328 2.6160
C -8.4247 1.3315 7.2062
C -8.2319 1.9773 5.8596
C -9.3720 1.8129 4.8792
O -8.6918 1.8990 3.6156
C -7.4238 1.4823 3.8063
O -6.6434 1.2634 2.9333
O -7.1565 1.3501 5.1233
H -7.4871 1.3182 7.7598
H -9.1640 1.8824 7.7862
H -8.7590 0.2991 7.0991
H -7.9736 3.0333 5.9761
H -10.1311 2.5862 4.9536
H -9.8417 0.8298 4.9500


Entry 5:
16
Properties=species:S:1:pos:R:3 method="wB97M-V/def2-TZVPD" orbital_gap_ev=8.0 de_lowest_ev=1.3874 charge=+1 largest_force_ev_per_a=0.806 lumo_ev=-5.1 spin_multiplicity=1
C -1.3225 0.6410 0.3767
C -0.7872 -0.5271 0.6646
O 0.5741 -0.7426 0.4317
C -1.5106 -1.7154 1.1885
H -2.3485 0.7978 0.6593
H -0.7617 1.4288 -0.1060
H 0.7685 -1.6602 0.6697
H -2.4310 -1.3891 1.6562
H -1.7464 -2.4009 0.3745
H -0.9147 -2.2667 1.9159
C 1.9384 1.8701 -1.1026
N 1.5141 0.7558 -1.5335
H 2.4934 2.5587 -1.7305
H 1.7431 2.1111 -0.0655
H 1.1206 0.0195 -0.8895
H 1.6704 0.5193 -2.5097


Entry 6:
35
Properties=species:S:1:pos:R:3 method="wB97M-V/def2-TZVPD" orbital_gap_ev=9.7 de_lowest_ev=5.3507 charge=+1 largest_force_ev_per_a=11.950 lumo_ev=-3.4 spin_multiplicity=1
N -0.1606 0.0896 0.0429
H -0.4246 0.8076 0.5079
H -0.8356 -0.4424 0.1089
H 0.6204 -0.3644 0.6209
H 0.0204 0.3996 -0.9341
O 3.3454 -1.2274 2.5829
H 3.4664 -0.4774 1.9329
H 2.3684 -1.3204 2.6359
O 0.6104 -1.8204 2.5589
H 0.5074 -2.5014 1.9179
H 0.5504 -2.4314 3.3379
O 3.1304 0.6446 0.3549
H 2.7634 1.1676 1.1039
H 3.6284 1.3286 -0.0031
O 1.8724 -2.0744 -0.8411
H 1.7114 -1.4254 -1.6251
H 1.5944 -2.9684 -1.1441
O -0.4966 3.4246 -0.1681
H 0.2424 3.8846 0.1269
H -1.1186 3.1556 0.4579
O -3.3196 -2.7264 -0.6401
H -3.0876 -2.2904 -1.4791
H -2.5816 -2.8714 -0.0231
O -1.1186 1.8156 -2.9931
H -0.2496 2.3646 -2.9991
H -1.6646 2.4706 -3.5121
O -3.4636 0.5646 -0.4571
H -3.7896 0.2566 0.4089
H -3.7776 0.0846 -1.0541
O 0.5804 -0.5774 -3.2951
H -0.0496 -0.0464 -3.3801
H 1.4384 -0.2114 -3.3901
O -0.4316 1.1906 2.9459
H -0.7056 0.3466 3.2169
H -1.1766 1.7796 3.0749


Entry 7:
8
Properties=species:S:1:pos:R:3 method="wB97M-V/def2-TZVPD" orbital_gap_ev="10.0 / 8.6" de_lowest_ev=5.5113 charge=+1 largest_force_ev_per_a=5.488 lumo_ev="-6.9 / -8.4" spin_multiplicity=1
C 0.1814 0.8945 -0.0928
N 2.1615 -0.4445 -0.0200
N 1.2910 0.2315 -0.0743
N -1.2718 -0.9535 -0.1707
H -0.2567 0.8838 -1.0475
H 0.0820 1.6747 0.6151
H -1.7055 -0.6616 0.6193
H -0.4820 -1.6248 0.1709


Entry 8:
95
Properties=species:S:1:pos:R:3 method="wB97M-V/def2-TZVPD" orbital_gap_ev="6.9 / 7.0" de_lowest_ev=0.0000 charge=+1 largest_force_ev_per_a=0.640 lumo_ev="-3.7 / -3.9" spin_multiplicity=5 s_squared=6.029
Cr -0.0092 0.1215 1.4703
C -0.8139 -3.4910 4.1057
C 0.2258 -2.6962 3.3663
C 0.4923 -1.3944 3.7958
C -0.3220 -0.8132 4.9200
C 1.5567 -0.6570 3.2280
C 2.0636 0.5492 3.9972
C 2.2654 -1.2054 2.1361
C 3.5479 -0.5903 1.6311
C 1.9071 -2.4781 1.6339
C 2.7397 -3.0867 0.5346
C 0.9004 -3.2234 2.2553
C 0.5291 -4.5813 1.7222
H -1.8189 -3.1783 3.8090
H -0.7300 -3.3354 5.1802
H -0.7271 -4.5576 3.9305
H -0.3057 0.2736 4.9243
H 0.0444 -1.1455 5.8946
H -1.3631 -1.1215 4.8436
H 2.4876 0.2070 4.9435
H 1.2750 1.2582 4.2422
H 2.8377 1.1016 3.4780
H 3.5772 -0.5257 0.5443
H 4.3930 -1.2198 1.9180
H 3.7457 0.3965 2.0298
H 3.1269 -2.3448 -0.1588
H 2.1879 -3.8144 -0.0522
H 3.6000 -3.6135 0.9555
H 1.1964 -5.3601 2.0970
H 0.5794 -4.6129 0.6361
H -0.4860 -4.8556 1.9904
C -4.4550 -2.9233 0.6863
S -4.6824 -1.1676 1.0038
C -3.0614 -0.5737 1.2394
S -1.6875 -1.5965 1.0721
N -3.0675 0.6985 1.5523
N -1.8056 1.1919 1.6812
C -1.6830 2.4240 2.0246
C -0.3355 2.9959 2.0063
C -0.1130 4.3374 2.2773
C 1.1678 4.8470 2.1182
C 2.1785 4.0043 1.6855
C 1.8794 2.6695 1.4575
N 0.6604 2.1627 1.6227
H -5.4391 -3.3707 0.8103
H -3.7736 -3.3684 1.4065
H -4.0938 -3.1081 -0.3226
H -2.5521 3.0433 2.2226
H -0.9309 4.9698 2.5910
H 1.3687 5.8907 2.3155
H 3.1840 4.3617 1.5221
H 2.6407 1.9814 1.1195
F -1.0401 -4.6538 -5.5024
C 0.1004 -4.4833 -4.8140
F 0.3311 -5.6114 -4.1275
F 1.0894 -4.3484 -5.7143
C 0.0223 -3.2756 -3.9152
C 0.2636 -3.3848 -2.5583
C 0.2011 -2.2487 -1.7622
C -0.0953 -1.0153 -2.3222
C -0.3424 -0.9180 -3.6927
C -0.2869 -2.0442 -4.4882
P -0.0791 0.4411 -1.2471
C 1.1230 1.5331 -2.0865
C 2.4614 1.3876 -1.7306
C 3.4478 2.1380 -2.3425
C 3.0956 3.0567 -3.3219
C 1.7688 3.2101 -3.6959
C 0.7878 2.4463 -3.0820
C 4.1709 3.9114 -3.9424
F 4.5051 4.9307 -3.1254
F 5.2908 3.2059 -4.1661
F 3.7834 4.4453 -5.1066
C -1.6873 1.2304 -1.5187
C -2.8054 0.4780 -1.8508
C -4.0622 1.0678 -1.8889
C -4.1951 2.4118 -1.6012
C -3.0793 3.1841 -1.2841
C -1.8334 2.5942 -1.2366
C -5.5503 3.0686 -1.5851
F -5.5293 4.2508 -2.2265
F -5.9510 3.3174 -0.3235
F -6.4908 2.3104 -2.1625
H 0.4940 -4.3487 -2.1272
H 0.3643 -2.3271 -0.6957
H -0.5775 0.0402 -4.1389
H -0.4783 -1.9730 -5.5502
H 2.7369 0.6651 -0.9704
H 4.4860 2.0079 -2.0690
H 1.5026 3.9171 -4.4685
H -0.2434 2.5720 -3.3849
H -2.7066 -0.5790 -2.0624
H -4.9334 0.4787 -2.1361
H -3.1950 4.2400 -1.0799
H -0.9664 3.1955 -0.9891


Entry 9:
20
Properties=species:S:1:pos:R:3 method="wB97M-V/def2-TZVPD" orbital_gap_ev=9.6 de_lowest_ev=1.8193 largest_force_ev_per_a=2.120 lumo_ev=0.8 spin_multiplicity=1
C 1.6371 -0.7912 -1.5699
C -1.4511 -0.3455 0.8044
C 1.5572 0.5025 -0.8315
N -1.5709 -1.4944 0.0995
C 1.2100 1.6615 -1.4036
N -1.9959 0.7595 0.4354
H -2.3513 -1.5043 -0.5452
H -1.5733 -2.3250 0.6789
H -2.4575 0.6252 -0.4661
H 2.5108 -0.8066 -2.2276
H 1.7336 -1.6186 -0.8594
H 0.7328 -0.9669 -2.1611
H 1.1326 2.5704 -0.8148
H 0.9849 1.7286 -2.4630
N -0.7183 -0.4981 1.9546
N -0.3942 0.7073 2.6330
H 0.3976 1.1535 2.1633
H -1.1641 1.3641 2.4268
H 0.0151 -1.2014 1.9118
H 1.7649 0.4794 0.2344


Entry 10:
39
Properties=species:S:1:pos:R:3 method="wB97M-V/def2-TZVPD" orbital_gap_ev=5.7 de_lowest_ev=5.0532 largest_force_ev_per_a=6.824 lumo_ev=-0.6 spin_multiplicity=1
Li -0.2211 0.6240 0.3502
N 1.7608 4.5210 2.0686
O 1.0336 3.6333 1.8174
O 1.4771 5.6873 1.7400
O 2.7800 4.3397 2.6918
C 0.9150 2.4219 -4.2625
C 0.2080 2.1091 -2.8949
C -1.1875 1.6048 -3.1468
O -1.8504 1.4455 -1.8426
C -3.3115 1.3644 -1.8241
N 0.9062 1.0178 -2.3673
H 1.9891 2.3487 -4.0922
H 0.6516 3.4313 -4.5785
H 0.5597 1.7473 -5.0415
H 0.2764 2.9563 -2.2125
H -1.3131 0.8520 -3.9250
H -1.6063 2.5074 -3.5919
H -3.5565 0.3287 -2.0595
H -3.8465 2.0736 -2.4556
H -3.4456 1.4667 -0.7472
H 1.8432 1.3637 -2.2174
H 1.0315 0.4043 -3.1598
C -1.3933 -3.9701 3.2956
C -0.4911 -2.7554 2.8617
C 0.8831 -3.1334 2.1972
O 1.5408 -1.8507 1.9420
C 2.9514 -2.0314 1.7294
N -1.2811 -1.8842 2.0585
H -2.1409 -3.7004 4.0415
H -0.8972 -4.7802 3.8301
H -2.1077 -4.3469 2.5636
H -0.1920 -2.1914 3.7452
H 0.7093 -3.7402 1.3085
H 1.5092 -3.7306 2.8601
H 3.0538 -2.8963 1.0739
H 3.2554 -2.1328 2.7713
H 3.2899 -1.0875 1.3021
H -1.8092 -2.5395 1.5001
H -1.9739 -1.4775 2.6705


Entry 11:
24
Properties=species:S:1:pos:R:3 method="wB97M-V/def2-TZVPD" orbital_gap_ev=9.2 de_lowest_ev=2.6890 charge=+1 largest_force_ev_per_a=7.391 lumo_ev=-3.0 spin_multiplicity=1
C -1.4384 1.3592 -0.6912
C -1.4455 -0.0641 -1.4977
C -0.2151 -0.8399 -1.3058
C -0.2924 -2.1891 -1.0241
C 0.8950 -3.0347 -1.2892
N -0.1975 1.4459 0.2110
H -2.2506 1.4439 0.0390
H -1.3654 2.1669 -1.4100
H -1.4931 0.1789 -2.6343
H -2.4190 -0.5705 -1.2869
H 0.7642 -0.4846 -1.4815
H -1.0457 -2.6531 -0.3893
H 1.0469 -3.8494 -0.4581
H 1.8159 -2.5211 -1.4761
H 1.0524 -3.6944 -2.1383
H 0.6567 1.2238 -0.2698
H -0.0856 0.6537 1.0098
H -0.1096 2.3806 0.6497
H 1.0525 -0.8118 3.3323
H 1.7244 0.3588 2.5550
O 1.0246 -0.2083 2.7083
H 0.6856 2.7389 2.8463
H 0.9323 3.9325 2.0558
O 0.7073 3.0379 1.9450


Entry 12:
10
Properties=species:S:1:pos:R:3 method="wB97M-V/def2-TZVPD" orbital_gap_ev="7.0 / 7.3" de_lowest_ev=1.9806 largest_force_ev_per_a=3.405 lumo_ev="0.6 / -2.1" spin_multiplicity=3 s_squared=2.011
C -0.7264 0.7667 0.7271
C -0.9442 -0.8698 -0.4460
O 0.2671 -0.8957 -1.0348
P 0.8809 1.5075 0.5641
S -2.0207 1.3710 1.4189
H -1.8423 -0.7276 -1.0000
H -1.1733 -1.7255 0.1498
H 0.5344 -0.0190 -1.3893
H 0.8724 1.9227 1.9611
H 1.7643 0.2996 0.7733